Entry from the OMol25 dataset: a structure of composition C48H53N6O3OsP2S2 (wB97M-V/def2-TZVPD).

Positions of all 115 atoms, in Å:
Os  -0.27139  -0.27396  0.41818
C  -2.02789  3.35530  0.56548
C  -2.26165  2.55409  1.83795
P  -1.14405  1.15185  2.23394
C  -2.23330  0.23708  3.36895
C  -3.25688  -0.50504  2.77641
C  -4.27343  -1.04249  3.54699
C  -4.26904  -0.85811  4.92613
C  -3.25768  -0.12099  5.52096
C  -2.24876  0.44121  4.74602
C  0.17788  1.89404  3.23749
C  0.84362  1.15833  4.22099
C  1.83302  1.74713  4.99238
C  2.17682  3.07926  4.78808
C  1.51556  3.82171  3.82170
C  0.51672  3.23535  3.05444
C  -2.22592  2.52912  -0.70005
P  -0.81360  1.47570  -1.23025
C  -1.37792  0.80809  -2.82450
C  -0.96724  -0.44669  -3.27192
C  -1.38936  -0.93515  -4.49690
C  -2.22721  -0.17661  -5.30116
C  -2.65102  1.07026  -4.86641
C  -2.23481  1.56012  -3.63749
C  0.40875  2.78943  -1.50200
C  1.09659  3.33587  -0.42438
C  1.98569  4.38243  -0.61386
C  2.18724  4.89036  -1.89058
C  1.49786  4.34884  -2.96577
C  0.60987  3.29762  -2.77909
H  -1.05263  3.83838  0.55775
H  -2.75506  4.16930  0.55233
H  -3.26308  2.11799  1.81884
H  -2.22009  3.19113  2.72470
H  -3.27115  -0.63699  1.69877
H  -5.08180  -1.58848  3.07752
H  -5.06551  -1.27050  5.53049
H  -3.26519  0.04480  6.58957
H  -1.50217  1.05789  5.22654
H  0.56273  0.13001  4.41508
H  2.31898  1.17780  5.77395
H  2.93872  3.54268  5.40012
H  1.75809  4.86612  3.67880
H  -0.00279  3.84512  2.33031
H  -2.35281  3.22055  -1.53194
H  -3.13787  1.94207  -0.63104
H  -0.34146  -1.06752  -2.64805
H  -1.05924  -1.91119  -4.82724
H  -2.54964  -0.55370  -6.26217
H  -3.30445  1.67084  -5.48411
H  -2.58562  2.53737  -3.34603
H  0.93002  2.95323  0.57408
H  2.51395  4.80917  0.22951
H  2.87717  5.70822  -2.04613
H  1.65417  4.74172  -3.96127
H  0.10582  2.86816  -3.63531
C  3.08464  1.10816  1.32132
C  2.66267  -0.08326  2.08254
N  1.50653  -0.67450  2.00068
C  1.41481  -1.71659  2.90341
C  2.56708  -1.90926  3.67311
S  3.73657  -0.78866  3.26489
C  0.25431  -2.50043  2.99731
C  0.10286  -3.55375  3.92122
S  -1.34583  -4.32128  3.68627
C  -1.72368  -3.20949  2.36150
N  -0.80472  -2.31533  2.13728
C  -3.00351  -3.46565  1.66169
H  2.53407  1.17916  0.38665
H  4.15096  1.08420  1.10646
H  2.88609  2.00031  1.92502
H  2.75092  -2.66316  4.42128
H  0.79452  -3.86646  4.68681
H  -3.81106  -3.53522  2.39207
H  -2.94449  -4.43401  1.15662
H  -3.22510  -2.69851  0.93304
C  4.77686  1.08838  -1.82269
C  4.52237  -0.40433  -1.63620
C  3.32102  -0.96198  -2.47028
C  3.44050  -0.54346  -3.93914
C  2.37140  -1.14367  -4.84444
C  3.43837  -2.45577  -2.34484
O  4.07848  -3.16626  -3.06124
N  2.79466  -2.99021  -1.21854
C  1.79447  -2.40017  -0.50861
O  1.23184  -3.06921  0.36414
N  1.37761  -1.12235  -0.80838
C  2.03270  -0.43285  -1.84506
O  1.58918  0.63321  -2.20027
H  5.53596  1.42754  -1.11652
H  3.87565  1.68907  -1.68581
H  5.16275  1.29665  -2.81801
H  4.36353  -0.65030  -0.58001
H  5.40589  -0.96363  -1.94973
H  4.43162  -0.84434  -4.28132
H  3.38837  0.54230  -3.98598
H  2.40179  -2.23363  -4.84012
H  2.53001  -0.82079  -5.87209
H  1.37636  -0.80754  -4.55123
H  2.95606  -3.97267  -1.02969
C  -1.59598  -4.95615  -2.27374
C  -2.01356  -3.62098  -1.76007
C  -3.13945  -2.85864  -2.00238
C  -2.98145  -1.68910  -1.25757
N  -1.81206  -1.71166  -0.59975
N  -1.24692  -2.90837  -0.91885
C  -3.97977  -0.59904  -1.08634
H  -2.46858  -5.55382  -2.52633
H  -1.00219  -5.50122  -1.54012
H  -0.99608  -4.84608  -3.17821
H  -3.97649  -3.11785  -2.62790
H  -0.39858  -3.20274  -0.43612
H  -4.89487  -0.99735  -0.64396
H  -4.24459  -0.15501  -2.04569
H  -3.60208  0.17948  -0.43291

Properties
Molecular weight: 1078.303 u
Charge: +3
Orbital gap (spin up / spin down): 7.19 / 4.43 eV
Energy: -108413.1011 eV
2S+1: 5
Strongest force on any atom: 0.020 hartree/bohr
HOMO level (spin up / spin down): -15.901 / -15.967 eV

Mulliken atomic charge list, values in e, 4 entries: 1.700 -1.024 -1.390 2.269

=====

Entry from the OMol25 dataset: a structure of composition C48H54ClN6O4OsS4Te (wB97M-V/def2-TZVPD).

Positions of all 119 atoms, in Å:
Os  0.29392  -0.42461  -0.35051
O  -5.71123  -2.13615  4.61733
C  -4.71646  -1.78610  4.05611
S  -4.16861  -0.11098  3.96839
C  -2.68659  -0.37555  3.03983
C  -2.41919  -1.68586  2.68501
S  -1.08130  -2.27300  1.84975
S  -3.61649  -2.87916  3.20914
S  -1.74746  0.96678  2.69568
O  -0.30212  -0.75166  -2.21601
C  -0.05126  -1.68642  -3.06340
C  -0.91624  -1.80785  -4.17734
C  -0.70415  -2.73012  -5.16440
C  0.38335  -3.59947  -5.08814
C  1.24530  -3.51889  -4.01910
C  1.06966  -2.56945  -3.00086
C  2.05615  -2.43788  -1.95484
N  1.96212  -1.76931  -0.80218
C  3.17810  -1.88192  -0.18319
C  4.01752  -2.62164  -0.95156
N  3.30413  -2.96711  -2.06057
H  -1.75851  -1.13716  -4.20312
H  -1.38747  -2.78888  -5.99857
H  0.54373  -4.32821  -5.86779
H  2.06863  -4.22002  -3.96554
H  3.38472  -1.43875  0.76978
H  5.02884  -2.92852  -0.78989
H  3.65682  -3.49496  -2.84107
C  -3.39256  1.39263  -0.81633
C  -2.14430  0.61216  -0.50138
O  -2.21282  -0.62074  -0.29696
N  -0.95873  1.17970  -0.42064
Te  -0.53703  3.18378  -1.40896
C  -0.59685  4.75616  -3.05114
C  -1.78868  5.10250  -3.68541
C  -3.10555  4.44758  -3.37474
C  -1.78787  6.09160  -4.66698
C  -0.62617  6.74841  -5.03587
C  -0.61787  7.81081  -6.09608
C  0.54612  6.40990  -4.37457
C  0.57655  5.43440  -3.38942
C  1.87880  5.14461  -2.70563
C  0.91990  2.05234  -2.48806
C  2.15470  1.73856  -1.91806
C  2.66800  2.38911  -0.66487
C  3.01386  0.87244  -2.59291
C  2.69221  0.35284  -3.83451
C  3.59783  -0.59461  -4.55966
C  1.49229  0.73560  -4.41227
C  0.59277  1.55386  -3.74897
C  -0.70450  1.87306  -4.41333
H  -4.26012  0.82614  -0.48560
H  -3.46790  1.52955  -1.89514
H  -3.35922  2.35761  -0.31660
H  -3.01736  3.76925  -2.52480
H  -3.45700  3.88615  -4.24131
H  -3.85619  5.20298  -3.14220
H  -2.72602  6.34310  -5.14361
H  -1.50942  7.76150  -6.71613
H  0.26005  7.71393  -6.73292
H  -0.58449  8.79935  -5.63787
H  1.46422  6.92489  -4.62434
H  2.58248  5.95802  -2.86788
H  2.31999  4.23102  -3.10406
H  1.72378  5.02166  -1.63246
H  1.86366  2.91573  -0.14902
H  3.44374  3.11341  -0.92397
H  3.10762  1.65173  0.00383
H  3.96580  0.62410  -2.14155
H  4.38959  -0.95635  -3.91046
H  4.06165  -0.10272  -5.41334
H  3.02819  -1.44373  -4.93463
H  1.23705  0.35511  -5.39101
H  -0.85314  1.22624  -5.27464
H  -0.70572  2.90888  -4.75251
H  -1.52830  1.73665  -3.71159
C  0.07531  0.49192  5.71112
C  0.79502  1.75555  6.20022
C  0.73813  1.77990  7.73724
C  0.03311  2.97725  5.67816
C  2.28146  1.76212  5.70239
O  2.92859  0.53296  5.95868
C  3.09241  2.88931  6.40298
C  4.56365  3.01180  5.95975
C  4.75914  3.90978  4.76863
C  5.32001  3.44282  3.58467
C  5.43519  4.25947  2.47333
C  4.99888  5.57188  2.54488
Cl  5.13141  6.59673  1.15570
C  4.47614  6.07428  3.72560
C  4.36080  5.24145  4.82341
C  2.41246  1.98845  4.17707
N  1.83866  0.99255  3.31116
C  1.20380  1.19482  2.15114
N  1.08232  0.03846  1.50450
C  1.65398  -0.85944  2.35694
N  2.13328  -0.30065  3.42968
H  -0.83854  0.34386  6.28269
H  0.69840  -0.39369  5.81234
H  -0.21111  0.59158  4.66776
H  -0.28050  1.58729  8.06265
H  1.02340  2.75156  8.13085
H  1.36931  1.01629  8.18844
H  -0.93131  3.03296  6.17401
H  -0.15818  2.89790  4.61226
H  0.56282  3.90498  5.87866
H  2.63904  0.17936  6.80569
H  3.10119  2.66016  7.46807
H  2.59450  3.84646  6.25823
H  4.96472  2.01552  5.76732
H  5.13532  3.43343  6.79134
H  5.67777  2.42452  3.52228
H  5.85720  3.88083  1.55578
H  4.16013  7.10482  3.77907
H  3.95696  5.64368  5.74083
H  3.48421  1.97594  3.97091
H  2.00870  2.96024  3.90038
H  0.82661  2.13531  1.80487
H  1.67392  -1.91977  2.19867

Properties
Molecular weight: 1260.549 u
Orbital gap (spin up / spin down): 6.31 / 5.24 eV
Energy: -133405.1745 eV
2S+1: 6
Strongest force on any atom: 0.030 hartree/bohr
Relative energy (zero: lowest compared OMol25 entry of this formula, charge and spin): 1.7024 eV
HOMO level (spin up / spin down): -6.241 / -7.181 eV

Mulliken atomic charge list, values in e, 4 entries: 1.205 -0.583 0.597 -0.161